Density functional theory data (ωB97M-V/def2-TZVPD) for a structure of composition C60H56B2Cl2F3N4O6Sc.

## Properties
HOMO	-0.17	eV
E_LUMO	3.760	eV
frontier orbital gap	3.929	eV
net charge	-2

Positions of all 134 atoms, in Å:
Sc  0.123  -0.062  0.659
O  -0.771  -1.635  0.081
C  -1.541  -2.379  -0.790
C  -1.821  -1.495  -2.042
C  -0.641  -0.956  -2.782
C  -0.255  -1.449  -3.984
C  0.909  -1.004  -4.661
C  1.825  -0.279  -3.853
C  1.490  0.257  -2.653
C  2.462  0.890  -1.701
C  3.038  -0.016  -0.572
O  1.990  -0.401  0.244
C  3.728  -1.263  -1.123
C  4.572  -1.227  -2.231
C  5.238  -2.365  -2.662
C  5.081  -3.567  -1.980
C  4.245  -3.613  -0.874
C  3.568  -2.473  -0.457
C  4.058  0.820  0.241
C  5.444  0.715  0.147
C  6.282  1.533  0.900
C  5.755  2.470  1.774
C  4.374  2.573  1.892
C  3.546  1.757  1.138
N  0.034  0.288  -2.348
C  -2.880  -2.725  -0.125
C  -4.022  -3.056  -0.855
C  -5.224  -3.340  -0.219
C  -5.312  -3.304  1.167
C  -4.178  -2.994  1.906
C  -2.980  -2.711  1.263
C  -0.779  -3.648  -1.205
C  -1.339  -4.923  -1.226
C  -0.604  -6.025  -1.657
C  0.708  -5.866  -2.076
C  1.287  -4.603  -2.032
C  0.560  -3.510  -1.584
H  -2.395  -2.085  -2.758
H  -2.475  -0.689  -1.692
H  -0.820  -2.291  -4.383
H  1.211  -1.432  -5.608
H  2.862  -0.195  -4.177
H  3.287  1.345  -2.260
H  1.967  1.700  -1.156
H  4.719  -0.294  -2.763
H  5.874  -2.316  -3.537
H  5.593  -4.460  -2.320
H  4.108  -4.544  -0.336
H  2.898  -2.501  0.392
H  5.892  -0.021  -0.506
H  7.356  1.419  0.809
H  6.408  3.102  2.364
H  3.944  3.286  2.588
H  2.472  1.807  1.247
H  -3.982  -3.095  -1.936
H  -6.098  -3.589  -0.810
H  -6.251  -3.518  1.664
H  -4.227  -2.963  2.989
H  -2.087  -2.479  1.829
H  -2.361  -5.075  -0.906
H  -1.062  -7.008  -1.655
H  1.281  -6.720  -2.419
H  2.314  -4.459  -2.347
H  1.028  -2.536  -1.526
C  -0.903  4.904  -3.421
C  -0.986  3.438  -3.797
C  -0.553  3.258  -5.251
O  -0.059  2.694  -3.000
B  -0.646  1.461  -2.739
O  -2.027  1.499  -2.941
C  -2.377  2.776  -3.473
C  -3.261  2.537  -4.687
C  -3.169  3.518  -2.405
H  0.079  5.288  -3.690
H  -1.034  5.052  -2.351
H  -1.659  5.482  -3.962
H  0.461  3.650  -5.352
H  -1.208  3.792  -5.943
H  -0.524  2.199  -5.517
H  -2.768  1.890  -5.411
H  -3.529  3.482  -5.168
H  -4.178  2.042  -4.361
H  -2.573  3.666  -1.503
H  -4.039  2.911  -2.146
H  -3.517  4.491  -2.759
B  0.416  -0.810  5.477
C  0.426  -0.520  3.923
N  0.392  -0.331  2.784
H  -0.441  -0.098  5.971
H  0.143  -1.988  5.616
H  1.517  -0.553  5.921
Cl  -0.338  5.862  5.351
C  -1.608  5.508  4.199
C  -2.705  4.800  4.648
C  -3.716  4.475  3.760
C  -3.614  4.891  2.443
C  -2.517  5.615  2.016
Cl  -2.500  6.160  0.368
C  -1.452  5.925  2.867
N  -0.329  6.632  2.479
C  0.431  6.386  1.281
C  0.715  7.458  0.442
C  1.550  7.294  -0.651
C  2.085  6.037  -0.919
C  1.784  4.969  -0.092
C  0.972  5.132  1.032
C  0.780  3.988  1.987
C  -0.225  2.920  1.536
O  -1.347  2.968  2.022
O  0.227  2.039  0.694
H  -2.743  4.487  5.682
H  -4.569  3.896  4.085
H  -4.390  4.653  1.727
H  0.269  6.845  3.262
H  0.273  8.420  0.672
H  1.772  8.137  -1.295
H  2.730  5.884  -1.775
H  2.201  3.989  -0.293
H  0.434  4.348  2.954
H  1.746  3.505  2.121
F  -6.792  0.698  3.142
C  -6.220  1.576  2.299
F  -6.246  2.778  2.912
F  -7.015  1.670  1.220
C  -4.816  1.175  1.943
C  -4.343  1.325  0.658
C  -3.028  0.969  0.399
N  -2.218  0.481  1.329
C  -2.683  0.347  2.565
C  -3.978  0.681  2.922
H  -4.969  1.717  -0.130
H  -2.619  1.087  -0.598
H  -1.987  -0.025  3.304
H  -4.314  0.555  3.942